{
  "formula": "C6H12O",
  "method": "wB97M-V/def2-TZVPD",
  "elements": ["C", "C", "C", "C", "O", "C", "C", "H", "H", "H", "H", "H", "H", "H", "H", "H", "H", "H", "H"],
  "positions_angstrom": [[-1.668, -1.695, -1.040], [-1.122, -0.273, -0.975], [-0.776, 0.135, 0.457], [-0.081, 1.485, 0.558], [0.977, 1.611, -0.436], [2.148, 1.035, -0.404], [2.458, 0.216, 0.828], [-2.579, -1.800, -0.440], [-1.904, -1.987, -2.068], [-0.931, -2.408, -0.653], [-1.848, 0.435, -1.396], [-0.144, -0.640, 0.907], [-1.690, 0.180, 1.064], [0.322, 1.671, 1.557], [-0.763, 2.301, 0.307], [-0.223, -0.199, -1.598], [1.765, 0.196, 1.679], [2.617, -0.814, 0.480], [3.442, 0.553, 1.173]],
  "mulliken_charge": [-1.259, -0.233, -0.459, -0.782, -0.151, -0.249, -0.706, 0.311, 0.362, 0.322, 0.290, 0.227, 0.399, 0.414, 0.379, 0.292, 0.275, 0.261, 0.308],
  "gap_ev": 9.0
}